# 1
The following is a DFT calculation (ωB97M-V/def2-TZVPD) of a gas-phase ion, C7H12N3O2 (charge +1) at a distorted geometry.

Highest occupied orbital energy (eV): -13.18
E (eV): -16007.1325
Largest force on an atom (eV/A): 5.96
Structure (SMILES): C[C@@]1(N)C(=[NH2+])C=C[C@@H]1/C=[N+](\[O-])O
Gap between HOMO and LUMO (eV): 9.198
Total charge: +1

Geometry (Å):
1 C 1.946 -0.847 0.108
2 C 0.603 -0.115 0.474
3 N 0.485 0.251 1.867
4 C 0.335 1.002 -0.466
5 N 0.621 2.232 -0.201
6 C -0.114 0.488 -1.726
7 C -0.642 -0.734 -1.513
8 C -0.590 -1.129 -0.053
9 C -2.185 -0.917 -0.038
10 N -2.604 0.309 0.128
11 O -1.870 1.315 0.250
12 O -3.960 0.457 0.048
13 H 2.008 -0.624 -0.993
14 H 1.767 -1.944 0.186
15 H 2.721 -0.536 0.659
16 H 1.417 0.150 2.486
17 H -0.167 -0.312 2.427
18 H 0.258 2.875 -0.897
19 H 0.802 2.378 0.834
20 H -0.082 1.045 -2.623
21 H -1.015 -1.310 -2.494
22 H -0.330 -2.064 0.237
23 H -2.703 -1.846 -0.043
24 H -4.026 1.314 -0.346

***

# 2
The following is a DFT calculation (ωB97M-V/def2-TZVPD) of a single C7H12N4 molecule at a distorted geometry.

Highest occupied orbital energy (eV): -7.43
E (eV): -13408.7195
Largest force on an atom (eV/A): 4.03
Structure (SMILES): CN/N=C(C)/C=N\C(C)=C=N
Gap between HOMO and LUMO (eV): 8.045

Geometry (Å):
1 C 1.153 1.699 -1.919
2 N 0.536 1.715 -0.611
3 N 0.027 0.575 -0.070
4 C -0.800 -0.265 -0.525
5 C -1.178 -0.324 -2.130
6 C -1.294 -1.396 0.283
7 N -0.690 -1.910 1.316
8 C 0.383 -1.414 2.013
9 C 0.915 -2.435 2.861
10 C 0.727 -0.125 2.179
11 N 1.330 0.885 2.453
12 H 0.298 1.382 -2.528
13 H 1.493 2.747 -1.887
14 H 1.936 0.963 -2.146
15 H 0.957 2.258 0.089
16 H -1.757 -1.191 -2.571
17 H -0.268 -0.528 -2.586
18 H -1.533 0.647 -2.242
19 H -2.101 -1.958 -0.135
20 H 1.338 -3.221 2.146
21 H 0.076 -2.854 3.539
22 H 1.921 -2.133 3.319
23 H 1.221 1.583 3.143

***

# 3
The following is a DFT calculation (ωB97M-V/def2-TZVPD) of a single C7H12N4O molecule at a distorted geometry.

Highest occupied orbital energy (eV): -7.48
E (eV): -15456.0274
Largest force on an atom (eV/A): 5.72
Gap between HOMO and LUMO (eV): 8.367

Geometry (Å):
1 C -3.615 0.200 0.309
2 C -3.118 0.281 -0.995
3 C -2.453 0.100 1.087
4 C 2.149 -0.791 -0.090
5 C 2.855 0.459 -0.368
6 C 1.039 1.896 0.090
7 C -0.082 0.027 0.520
8 N -1.805 0.364 -0.992
9 N -1.415 0.185 0.230
10 N 0.678 -0.841 -0.286
11 N 0.119 -2.119 -0.360
12 O 2.361 1.615 0.312
13 H -4.639 0.100 0.577
14 H -3.771 0.470 -1.823
15 H -2.223 -0.088 2.163
16 H 2.584 -1.491 -0.797
17 H 2.377 -1.094 1.068
18 H 3.871 0.535 -0.034
19 H 2.835 0.833 -1.358
20 H 0.663 2.323 -0.944
21 H 0.628 2.365 0.909
22 H 0.260 -0.035 1.512
23 H 0.184 -2.703 0.490
24 H 0.517 -2.591 -1.218

***

# 4
The following is a DFT calculation (ωB97M-V/def2-TZVPD) of 2 unconnected molecules or ions with the total composition C7H12N4O2S at a distorted geometry.

Highest occupied orbital energy (spin up / spin down) (eV): -14.06 / -14.85
E (eV): -28325.4355
Largest force on an atom (eV/A): 6.80
Gap between HOMO and LUMO (spin up / spin down) (eV): 5.854 / 7.937
Total charge: +2

Geometry (Å):
1 C -3.410 -2.028 0.467
2 C -3.452 -0.902 1.335
3 C -2.053 -0.431 -0.419
4 C 3.284 0.707 -0.235
5 C 1.249 1.865 0.901
6 C 1.222 0.319 0.872
7 C -1.161 0.253 -1.166
8 N -2.629 -1.735 -0.606
9 N -2.661 0.049 0.762
10 N 2.451 -0.182 0.428
11 N 4.328 0.291 -0.911
12 O 0.053 2.472 0.742
13 O 0.397 -0.381 1.648
14 S 2.616 2.259 -0.322
15 H -4.041 -2.898 0.598
16 H -3.963 -0.759 2.235
17 H 1.782 2.143 1.715
18 H -0.819 -0.267 -2.093
19 H -1.017 1.354 -1.170
20 H -2.468 -2.259 -1.359
21 H -2.266 0.867 1.211
22 H 2.835 -1.146 0.535
23 H 4.596 -0.698 -1.125
24 H 4.497 1.017 -1.579
25 H -0.092 3.302 1.237
26 H 0.779 -1.099 2.021